Entry from the Open Molecules 2025 dataset: C5H10FNO in the gas phase at a distorted geometry (the ωB97M-V functional and the def2-TZVPD basis).

The HOMO energy comes out at -9.6 eV. Its SMILES is N[C@H]1CC[C@@]1(O)CF. The strongest force on any atom comes out at 1.31 eV Å⁻¹. The value obtained for the orbital gap is 0.3911 Eh.

```
18
C5H10FNO the ωB97M-V functional and the def2-TZVPD basis
N 1.380 -1.507 -0.131
C 0.941 -0.228 0.410
C 1.121 1.000 -0.502
C -0.264 1.503 -0.046
C -0.570 0.059 0.416
O -1.175 -0.135 1.670
C -1.319 -0.745 -0.626
F -2.653 -0.318 -0.591
H 2.385 -1.466 -0.346
H 1.275 -2.242 0.607
H 1.304 -0.015 1.436
H 1.984 1.674 -0.300
H 1.136 0.739 -1.554
H -0.923 1.945 -0.783
H -0.236 2.155 0.856
H -2.112 -0.021 1.528
H -1.334 -1.798 -0.383
H -0.939 -0.598 -1.662
```


Entry from the Open Molecules 2025 dataset: C5H10INS in the gas phase at a distorted geometry (the ωB97M-V functional and the def2-TZVPD basis).

The HOMO energy comes out at -8.4 eV. Its SMILES is CC1(C)SCCN1I. The strongest force on any atom comes out at 3.66 eV Å⁻¹. The value obtained for the orbital gap is 0.3002 Eh.

```
18
C5H10INS the ωB97M-V functional and the def2-TZVPD basis
C -0.189 -1.224 -1.260
C -0.108 -0.647 0.142
C 0.100 -1.605 1.254
S -1.734 0.176 0.635
C -1.111 1.816 0.204
C 0.346 1.729 -0.257
N 0.900 0.490 0.223
I 2.844 -0.169 -0.099
H -0.241 -0.501 -2.100
H -1.076 -1.885 -1.558
H 0.688 -1.719 -1.348
H 0.530 -1.113 2.183
H 0.960 -2.214 1.116
H -0.819 -2.197 1.655
H -1.097 2.562 0.964
H -1.648 2.309 -0.534
H 0.583 1.778 -1.382
H 1.071 2.415 0.163
```


Entry from the Open Molecules 2025 dataset: a molecular structure, C5H10InO2 at a distorted geometry (the ωB97M-V functional and the def2-TZVPD basis).

The HOMO energy comes out at -12.0 eV. As for the net charge: +1. The strongest force on any atom comes out at 1.72 eV Å⁻¹. The value obtained for the orbital gap is 0.2721 Eh.

```
18
C5H10InO2 the ωB97M-V functional and the def2-TZVPD basis
C 1.806 5.447 1.572
O 1.294 4.127 1.662
C 1.821 3.241 0.690
C 0.949 2.010 0.638
O 1.799 0.882 0.680
C 1.233 -0.327 0.448
C 1.769 -1.457 0.912
H 2.905 5.447 1.632
H 1.495 5.905 0.623
H 2.887 3.047 0.895
H 1.818 3.723 -0.301
H 0.307 2.065 -0.254
H 0.139 1.837 1.364
H 0.196 -0.285 0.097
H 2.577 -1.440 1.646
H 1.224 -2.391 0.785
H 1.399 6.014 2.418
In 0.752 3.431 3.690
```


Entry from the Open Molecules 2025 dataset: a gas-phase ion, C5H10N (charge +1) at a distorted geometry (the ωB97M-V functional and the def2-TZVPD basis).

The HOMO energy comes out at -13.6 eV. As for the net charge: +1. Its SMILES is C=C/C=C/[NH2+]C. The strongest force on any atom comes out at 3.71 eV Å⁻¹. The value obtained for the orbital gap is 0.3676 Eh.

```
16
C5H10N the ωB97M-V functional and the def2-TZVPD basis
C 2.144 -0.969 -0.385
C 2.284 0.219 0.201
C 0.992 0.694 0.395
C 0.063 0.351 -0.419
N -1.372 0.685 -0.221
C -2.119 -0.354 0.450
H 2.918 -1.624 -0.743
H 1.205 -1.443 -0.621
H 3.100 0.873 0.478
H 0.611 1.256 1.178
H 0.048 -0.174 -1.334
H -1.472 1.462 0.431
H -1.548 0.923 -1.243
H -2.722 -1.008 -0.235
H -1.303 -1.020 0.916
H -2.830 0.128 1.151
```


Entry from the Open Molecules 2025 dataset: a gas-phase ion, C5H10N (charge +1) at a distorted geometry (the ωB97M-V functional and the def2-TZVPD basis).

The HOMO energy comes out at -15.9 eV. As for the net charge: +1. Its SMILES is C=[N+]1CC1(C)C. The strongest force on any atom comes out at 8.15 eV Å⁻¹. The value obtained for the orbital gap is 0.3772 Eh.

```
16
C5H10N the ωB97M-V functional and the def2-TZVPD basis
C -2.194 0.134 -0.479
N -1.005 -0.218 0.072
C -0.389 -0.839 1.141
C 0.395 0.006 0.138
C 1.121 1.252 0.510
C 1.036 -0.726 -1.035
H -2.141 0.573 -1.437
H -3.107 0.031 0.084
H -0.383 -1.927 1.016
H -0.596 -0.411 2.127
H 1.744 1.086 1.384
H 0.386 2.012 0.783
H 1.641 1.533 -0.399
H 0.217 -1.258 -1.303
H 1.954 -1.192 -0.679
H 1.321 -0.055 -1.923
```


Entry from the Open Molecules 2025 dataset: a molecular structure, C5H10N at a distorted geometry (the ωB97M-V functional and the def2-TZVPD basis).

The HOMO energy comes out at -14.5 eV. As for the net charge: +1. The strongest force on any atom comes out at 3.00 eV Å⁻¹. The value obtained for the orbital gap is 0.4075 Eh.

```
16
C5H10N the ωB97M-V functional and the def2-TZVPD basis
C -0.170 2.227 0.296
C 0.851 1.901 0.997
C 0.535 0.904 -0.071
C 0.746 -1.601 0.161
C -0.047 -0.364 0.294
N -1.573 -0.592 -0.749
H -0.556 3.013 -0.385
H 1.772 2.110 1.491
H 1.293 0.886 -0.905
H 1.368 -1.772 1.018
H 1.386 -1.657 -0.761
H 0.226 -2.480 0.048
H -0.506 -0.340 1.227
H -2.039 -1.189 -0.085
H -1.045 -1.119 -1.460
H -2.243 0.074 -1.115
```